(1)
{"formula": "C5H8N2", "method": "the ωB97M-V functional and the def2-TZVPD basis", "elements": ["C", "C", "C", "N", "C", "N", "C", "H", "H", "H", "H", "H", "H", "H", "H"], "xyz": [[-2.2560, -0.1553, 0.1473], [-0.7967, 0.1688, -0.0540], [-0.3596, 1.4890, -0.5289], [0.8778, 1.7851, -0.6696], [1.4767, -1.0175, -0.1191], [2.5514, -1.2332, 0.6469], [0.2317, -0.6645, 0.1560], [-2.7375, -0.5135, -0.7732], [-2.3910, -0.9321, 0.9067], [-2.8177, 0.7265, 0.4792], [-1.1687, 2.2036, -0.7411], [0.9844, 2.7327, -1.0255], [2.6086, -0.9024, 1.6000], [3.4033, -1.5535, 0.2191], [0.5262, -1.8850, -0.3255]], "forces_ev_per_angstrom": [[-0.1, 0.0, 0.0], [0.1, -0.1, 0.1], [0.1, 0.0, 0.0], [-0.4, 0.2, 0.0], [-0.2, 0.0, 0.2], [0.1, -0.1, 0.1], [0.3, 0.2, -0.1], [0.1, 0.1, 0.1], [0.1, 0.1, -0.1], [0.1, -0.1, 0.0], [0.1, -0.1, 0.0], [-0.1, 0.0, 0.0], [0.0, 0.0, -0.1], [-0.1, 0.1, 0.1], [-0.1, -0.2, -0.1]], "lowdin_charge": [-0.08, -0.30, -0.23, 0.07, -0.20, 0.06, -0.08, 0.07, 0.07, 0.07, 0.11, 0.04, 0.10, 0.09, 0.19], "homo_energy_ev": -7.622, "total_charge": 0}



(2)
{"formula": "C21H54CrO17S5", "method": "the ωB97M-V functional and the def2-TZVPD basis", "elements": ["Cr", "C", "C", "C", "O", "H", "H", "H", "H", "H", "H", "H", "C", "C", "C", "O", "H", "H", "H", "H", "H", "H", "H", "O", "S", "O", "O", "C", "C", "C", "H", "H", "H", "H", "H", "H", "H", "H", "O", "S", "O", "O", "C", "C", "C", "H", "H", "H", "H", "H", "H", "H", "H", "O", "S", "O", "O", "C", "C", "C", "H", "H", "H", "H", "H", "H", "H", "H", "O", "S", "O", "O", "C", "C", "C", "H", "H", "H", "H", "H", "H", "H", "H", "O", "S", "O", "O", "C", "C", "C", "H", "H", "H", "H", "H", "H", "H", "H"], "xyz": [[-21.2949, 7.9524, -5.3623], [-22.0921, 11.2067, -2.5562], [-22.6409, 10.4061, -3.7222], [-22.9389, 11.3245, -4.9018], [-21.8037, 9.3823, -4.0929], [-21.1631, 11.6926, -2.8627], [-21.8808, 10.5866, -1.6882], [-22.8430, 11.9123, -2.1839], [-23.5853, 9.9194, -3.3773], [-22.0073, 11.4519, -5.4630], [-23.4171, 12.2894, -4.7029], [-23.5933, 10.8319, -5.6292], [-18.5155, 6.1271, -7.8525], [-19.9476, 6.6055, -8.0274], [-20.6880, 5.8951, -9.1427], [-20.6990, 6.8453, -6.9083], [-17.9346, 6.6704, -7.1124], [-18.0273, 6.2138, -8.8331], [-18.4537, 5.0466, -7.6567], [-19.8033, 7.6508, -8.4289], [-20.0929, 5.8453, -10.0597], [-21.6338, 6.3882, -9.3679], [-20.9053, 4.8568, -8.8597], [-16.9375, 7.1803, -4.7016], [-18.1752, 6.7284, -4.1735], [-19.3657, 7.4914, -4.2505], [-18.5656, 5.3610, -4.8171], [-17.5272, 4.3644, -4.9364], [-18.2529, 3.0424, -5.0609], [-17.9362, 6.2317, -2.4719], [-16.8070, 4.3610, -4.1144], [-16.9978, 4.6194, -5.8542], [-19.0211, 2.8552, -4.3172], [-17.5597, 2.2086, -5.1878], [-18.7491, 3.0666, -6.0388], [-16.8739, 6.2134, -2.2563], [-18.3289, 5.2159, -2.4623], [-18.5208, 6.8516, -1.8021], [-21.6396, 6.1925, -3.3084], [-21.7787, 5.1256, -2.3743], [-21.0313, 3.9257, -2.5494], [-21.4533, 5.6756, -0.9354], [-21.4763, 7.1120, -0.7530], [-22.9010, 7.6009, -0.5726], [-23.4739, 4.6747, -2.2141], [-20.9919, 7.6486, -1.5723], [-20.8765, 7.3168, 0.1332], [-23.3721, 6.9787, 0.1919], [-23.4882, 7.5673, -1.4912], [-22.8895, 8.6439, -0.2756], [-24.0435, 5.6004, -2.2207], [-23.6087, 4.1651, -1.2640], [-23.6985, 4.0209, -3.0506], [-23.2903, 7.0905, -5.4603], [-24.7039, 7.2241, -5.3876], [-25.4026, 6.9257, -4.1815], [-25.0366, 8.7227, -5.7842], [-26.1658, 9.3355, -5.1371], [-26.4833, 10.6715, -5.7308], [-25.4801, 6.3782, -6.7360], [-25.9681, 9.3967, -4.0666], [-27.0414, 8.6777, -5.1835], [-27.1897, 10.6302, -6.5617], [-25.5947, 11.2164, -6.0505], [-26.9684, 11.3074, -4.9877], [-24.8104, 6.4962, -7.5800], [-26.4538, 6.8518, -6.8092], [-25.6030, 5.3518, -6.3982], [-19.5733, 9.9062, -6.2324], [-18.6847, 10.9056, -6.7059], [-17.4525, 11.1841, -6.0393], [-18.3495, 10.6388, -8.2428], [-17.5677, 9.4535, -8.4902], [-16.1292, 9.8456, -8.8110], [-19.5778, 12.3911, -6.9378], [-17.9763, 8.9502, -9.3662], [-17.5696, 8.7329, -7.6739], [-15.5847, 9.0415, -9.3105], [-15.6133, 10.1001, -7.8859], [-16.0755, 10.6802, -9.5115], [-20.3621, 12.2420, -7.6743], [-18.8846, 13.1295, -7.3392], [-19.9252, 12.7190, -5.9628], [-22.3401, 9.2086, -7.2247], [-23.0652, 9.4846, -8.4114], [-24.2487, 8.7752, -8.7711], [-23.3454, 11.0574, -8.3627], [-24.5313, 11.5714, -9.0037], [-24.8129, 12.9496, -8.4481], [-21.9083, 9.4682, -9.7356], [-25.3504, 10.8950, -8.7591], [-24.3980, 11.6329, -10.0854], [-23.8459, 13.4698, -8.5021], [-25.0229, 12.9584, -7.3816], [-25.5007, 13.4844, -9.0948], [-21.6778, 8.4335, -9.9870], [-20.9550, 9.8298, -9.3395], [-22.1852, 10.1213, -10.5563]], "forces_ev_per_angstrom": [[0.5, 0.6, -0.4], [-0.1, 0.0, 0.3], [-0.6, -0.9, 0.0], [-0.3, -0.2, -1.0], [0.7, -0.4, 0.0], [-0.1, 0.2, 0.1], [0.2, -0.4, -0.1], [0.2, 0.3, -0.3], [-0.2, 0.5, 0.0], [0.0, 0.3, 0.2], [0.2, 0.0, 0.4], [0.1, -0.2, 0.2], [0.1, -1.2, -0.7], [-0.1, 3.2, 0.1], [0.0, -0.9, 0.1], [-0.4, -1.3, 0.9], [-0.2, 0.1, 0.1], [0.1, 0.2, 0.1], [-0.1, 0.1, 0.4], [0.3, -0.3, -0.4], [0.0, 0.1, 0.0], [0.0, 0.0, 0.1], [-0.1, 0.1, 0.0], [0.5, 0.4, -0.4], [-0.1, -0.8, 0.9], [-0.5, 1.0, -0.1], [0.1, -0.3, 0.2], [-0.1, -0.4, -0.4], [0.0, -0.1, -1.5], [-0.1, -0.4, -0.5], [-0.3, 0.3, 0.2], [0.2, -0.2, 0.1], [0.2, 0.1, 0.3], [0.1, 0.0, 0.5], [-0.3, 0.1, 0.2], [0.0, 0.2, 0.2], [-0.1, 0.0, 0.4], [0.1, 0.2, 0.0], [-0.1, 0.1, -0.2], [-0.3, -0.3, -0.3], [0.4, -0.3, 0.2], [0.5, 0.2, 0.1], [-0.2, 0.9, 0.0], [0.1, -0.2, 0.0], [0.1, 0.3, 0.2], [-0.1, -0.4, -0.2], [-0.1, -0.3, 0.1], [-0.2, 0.2, 0.0], [0.2, -0.1, -0.1], [0.0, 0.1, 0.2], [-0.2, -0.1, -0.2], [0.1, -0.1, 0.0], [-0.2, 0.1, -0.1], [-0.1, -0.4, -0.2], [-0.5, 0.8, -0.5], [-0.1, -0.4, 0.6], [0.2, 0.1, 0.0], [-0.7, -0.4, 0.9], [-0.2, 0.8, -0.3], [0.4, 0.0, 1.0], [0.3, 0.2, -0.1], [0.1, -0.1, -0.3], [0.2, -0.2, -0.1], [0.0, -0.2, 0.0], [0.0, -0.1, 0.1], [-0.3, 0.0, -0.3], [0.0, 0.0, -0.4], [0.1, -0.1, -0.3], [-0.1, -0.6, 0.3], [0.2, 0.6, -0.5], [0.0, -0.2, 0.3], [-0.4, -0.3, 0.2], [1.2, -0.4, -1.0], [0.1, 0.1, 0.1], [0.4, 0.5, -0.4], [-0.4, 0.2, 0.1], [-0.4, 0.3, 0.2], [-0.2, -0.2, 0.2], [0.1, 0.1, -0.1], [-0.2, 0.1, 0.2], [-0.3, -0.2, 0.3], [0.1, 0.0, 0.1], [-0.2, -0.1, 0.0], [-0.3, -0.1, 0.3], [1.1, 0.8, -0.5], [-0.4, -0.2, 0.0], [-0.3, -0.1, 0.1], [-0.8, -0.1, 0.4], [1.8, 0.1, -0.1], [1.1, -0.2, 0.2], [0.0, -0.1, -0.3], [0.1, -0.2, 0.0], [-0.2, 0.2, -0.2], [-0.6, -0.1, -0.1], [-0.4, 0.0, 0.3], [-0.4, 0.0, -0.3], [-0.2, 0.2, 0.2], [-0.4, -0.3, -0.2]], "lowdin_spin": [3.76, 0.00, 0.00, 0.00, 0.05, 0.00, 0.00, 0.00, 0.00, 0.00, 0.00, 0.00, 0.00, 0.00, 0.00, 0.06, 0.00, 0.00, 0.00, 0.00, 0.00, 0.00, 0.00, 0.00, 0.00, 0.02, 0.00, 0.00, 0.00, 0.00, 0.00, 0.00, 0.00, 0.00, 0.00, 0.00, 0.00, 0.00, 0.02, 0.00, 0.00, 0.00, 0.00, 0.00, 0.00, 0.00, 0.00, 0.00, 0.00, 0.00, 0.00, 0.00, 0.00, 0.02, 0.01, 0.00, 0.00, 0.00, 0.00, 0.00, 0.00, 0.00, 0.00, 0.00, 0.00, 0.00, 0.00, 0.00, 0.01, 0.00, 0.00, 0.00, 0.00, 0.00, 0.00, 0.00, 0.00, 0.00, 0.00, 0.00, 0.00, 0.00, 0.00, 0.02, 0.00, 0.00, 0.00, 0.00, 0.00, 0.00, 0.00, 0.00, 0.00, 0.00, 0.00, 0.00, 0.00, 0.00], "homo_energy_ev": [-6.172, -7.207], "s_squared": 6.01, "spin_multiplicity": 5, "total_charge": 0}



Taking the records one at a time from the top gives energy above the lowest of the compared OMol25 structures with the same formula, charge and spin values of 427.8, 0.0 kJ/mol.